[1]
# C28H25Cl2CoO4PS2

A molecular structure, C28H25Cl2CoO4PS2 at a distorted geometry (ωB97M-V/def2-TZVPD, the Open Molecules 2025 dataset).

## Properties
DFT total energy (Eh): -4823.6247
Max |F| (eV/Å): 1.2
Total charge: +1
Orbital gap (alpha / beta) (eV): 6.8 / 7.1
Lowest unoccupied orbital energy (alpha / beta) (eV): -4.2 / -3.9
2S+1: 1
Energy relative to the best compared isomer or geometry (same formula, charge and spin) (kJ/mol): 72.6

Each line ends with the Löwdin charge.
Atoms and positions in Å:
Co 0.2402 -1.2446 0.5480  0.095
O -2.6802 -2.4710 2.7870  -0.204
S -1.9972 -1.7381 1.7876  0.564
O -0.9350 -0.7791 2.2299  -0.383
O -1.2567 -2.5173 0.7430  -0.364
C -3.1099 -0.7672 0.8427  -0.264
C -4.4589 -1.0669 0.8407  -0.018
C -5.3088 -0.3313 0.0203  -0.033
C -4.8023 0.6760 -0.7814  -0.036
C -3.4411 0.9671 -0.7717  -0.053
C -2.5808 0.2522 0.0497  -0.308
P -0.8220 0.6957 0.1258  1.081
C -0.6917 1.9603 1.4162  -0.320
C -1.8706 2.3633 2.0477  -0.061
C -1.8424 3.3455 3.0254  -0.053
C -0.6400 3.9317 3.3857  -0.055
C 0.5346 3.5345 2.7641  -0.053
C 0.5174 2.5526 1.7859  -0.105
C -0.3903 1.4390 -1.4481  -0.354
C -0.5643 0.6957 -2.6165  -0.100
C -0.2361 1.2359 -3.8465  -0.055
C 0.2747 2.5273 -3.9182  -0.052
C 0.4449 3.2744 -2.7640  -0.049
C 0.1094 2.7379 -1.5274  -0.053
H -4.8340 -1.8573 1.4768  0.127
H -6.3678 -0.5508 0.0101  0.120
H -5.4644 1.2500 -1.4155  0.118
H -3.0576 1.7641 -1.3967  0.120
H -2.8186 1.9135 1.7912  0.105
H -2.7631 3.6445 3.5077  0.114
H -0.6188 4.6934 4.1537  0.114
H 1.4761 3.9886 3.0429  0.114
H 1.4420 2.2570 1.3166  0.049
H -0.9748 -0.3030 -2.5635  0.087
H -0.3787 0.6565 -4.7491  0.115
H 0.5338 2.9528 -4.8787  0.115
H 0.8362 4.2810 -2.8211  0.115
H 0.2402 3.3355 -0.6368  0.104
Cl 1.4503 -2.5814 2.1766  0.879
C 2.9720 -1.7145 2.3121  -0.573
C 3.9065 -2.1894 3.2105  -0.090
C 5.0834 -1.4736 3.3606  -0.057
C 5.2910 -0.3151 2.6238  -0.093
C 4.3289 0.1225 1.7321  -0.667
Cl 4.6330 1.5746 0.8256  0.692
C 3.1303 -0.5697 1.5390  -0.581
S 1.9858 -0.0138 0.3082  0.791
H 3.7103 -3.0846 3.7824  0.115
H 5.8360 -1.8107 4.0593  0.117
H 6.2019 0.2566 2.7323  0.113
C 1.5471 -3.0542 -3.1687  -0.128
C 0.3315 -3.8711 -2.7236  -0.133
C -0.5002 -2.8681 -1.9635  -0.145
O 0.5005 -2.0702 -1.2499  -0.286
C 1.6587 -1.9235 -2.1458  -0.163
H 1.4043 -2.6525 -4.1712  0.117
H 2.4516 -3.6582 -3.1813  0.119
H 0.6250 -4.6879 -2.0647  0.126
H -0.2197 -4.2909 -3.5633  0.125
H -1.1718 -3.2969 -1.2360  0.111
H -1.0546 -2.2142 -2.6406  0.118
H 2.5454 -1.9810 -1.5250  0.100
H 1.6094 -0.9313 -2.5920  0.105

[2]
# C2H7N4O

A gas-phase ion, C2H7N4O (charge +1) at a distorted geometry (ωB97M-V/def2-TZVPD, the Open Molecules 2025 dataset).

## Properties
DFT total energy (Eh): -374.2047
Expectation value of S²: 2.013
Max |F| (eV/Å): 4.4
Total charge: +1
Orbital gap (alpha / beta) (eV): 8.1 / 6.9
Lowest unoccupied orbital energy (alpha / beta) (eV): -4.0 / -7.9
2S+1: 3
Energy relative to the best compared isomer or geometry (same formula, charge and spin) (kJ/mol): 171.8

Each line ends with the Löwdin charge.
Atoms and positions in Å:
C -0.1889 -0.7088 0.2803  -0.240
C -0.7291 0.6098 0.8535  -0.109
N 1.0330 -0.6743 -0.1586  0.110
N -0.9130 -1.8336 0.3997  0.244
N 1.9321 0.4105 -1.9271  0.125
N 1.9746 -0.1223 -0.7111  0.048
O 0.1312 1.7602 0.6122  0.002
H -1.7144 0.6805 0.4610  0.132
H -0.8837 0.4102 1.8501  0.109
H -1.5522 -1.9502 1.1784  0.149
H -0.5106 -2.7500 0.2179  0.148
H 1.2200 0.4215 -2.5966  0.110
H 2.5962 1.0983 -2.1877  0.112
H 1.0057 1.4717 0.8106  0.059

[3]
# C7H15NO2S

2 unconnected molecules or ions with the total composition C7H15NO2S at a distorted geometry (ωB97M-V/def2-TZVPD, the Open Molecules 2025 dataset).

## Properties
DFT total energy (Eh): -878.9505
Max |F| (eV/Å): 6.6
Orbital gap (eV): 9.0
Lowest unoccupied orbital energy (eV): -0.1
2S+1: 1
Energy relative to the best compared isomer or geometry (same formula, charge and spin) (kJ/mol): 442.5

Each line ends with the Löwdin charge.
Atoms and positions in Å:
C -0.3986 0.5522 1.9343  -0.126
C -0.6416 0.6856 0.4679  0.011
C -1.0465 -0.5648 1.1825  -0.500
C -0.2218 -1.8807 1.1781  -0.038
C -2.6034 -0.8263 1.4546  -0.001
C 1.7827 1.9494 -0.8324  -0.129
C 1.2944 0.5618 -0.9025  -0.207
N 1.5890 0.3372 -3.5650  -0.090
O -0.0127 -1.3209 -2.1894  -0.325
O -0.5678 1.0596 -2.6896  -0.330
S 0.4054 0.0605 -2.3288  0.575
H 0.6031 0.4282 2.4815  0.142
H -1.1140 1.1701 2.4382  0.088
H -1.3824 1.4723 0.2196  0.127
H -0.6860 -2.5800 0.4875  0.078
H -0.1703 -2.2563 2.1844  0.069
H 0.8456 -1.6114 0.9567  0.082
H -2.9270 0.0537 1.7998  0.015
H -2.6103 -1.5993 2.3194  0.109
H -3.0060 -1.3991 0.6059  0.087
H 2.1082 2.3379 0.0946  0.072
H 1.0197 2.6070 -1.1548  0.074
H 2.6306 2.2051 -1.3386  0.047
H 1.7922 -0.2249 -0.5115  0.037
H 2.3846 -0.2851 -3.4559  0.052
H 1.2362 0.0630 -4.5066  0.079

[4]
# C2H6N4

A single C2H6N4 molecule at a distorted geometry (ωB97M-V/def2-TZVPD, the Open Molecules 2025 dataset).

## Properties
DFT total energy (Eh): -298.6382
Max |F| (eV/Å): 6.8
Orbital gap (eV): 9.5
Lowest unoccupied orbital energy (eV): 0.9
2S+1: 1
Energy relative to the best compared isomer or geometry (same formula, charge and spin) (kJ/mol): 553.3

Each line ends with the Löwdin charge.
Atoms and positions in Å:
C -0.2075 -0.7156 -1.3472  -0.119
C -0.8919 -0.8215 -0.0458  -0.255
N 0.7476 0.1666 1.3599  -0.023
N 0.7001 1.4711 0.6496  -0.206
N -0.4229 -0.6384 1.1234  -0.004
N -0.0372 1.6666 -0.2307  0.086
H -0.7600 -0.1443 -2.1269  0.096
H 0.6695 -0.2190 -1.1108  0.018
H -0.0462 -1.6325 -1.7600  0.041
H -1.9507 -1.3452 -0.1105  0.136
H 0.9884 0.0322 2.2581  0.046
H 1.2109 2.1801 1.3410  0.185